one.
DFT (ωB97M-V/def2-TZVPD) results for a cluster of 15 separate species, C18H66N18O15 in total.

```
! wB97M-V def2-TZVPD RIJCOSX def2/J DEFGRID3
* xyz 0 1
H -1.692 2.968 -3.927
N 3.351 2.215 0.207
H 1.211 -1.174 -2.008
C -3.049 1.671 -3.737
N -4.323 1.737 0.593
H -0.669 -6.036 1.611
O -6.157 3.268 0.554
N 0.317 -0.241 0.318
O 0.923 -3.506 0.005
H 3.110 -5.957 -0.608
H 1.678 -2.800 -2.569
H 0.642 -3.101 2.974
H -3.698 2.143 -4.421
H 2.944 -3.591 -0.530
H -3.927 -0.917 2.066
O 1.618 2.630 -1.902
H 0.548 2.709 -3.784
H 5.411 1.256 -0.785
H -4.438 0.098 -3.208
H 1.971 0.612 2.859
H -0.702 4.457 -4.805
N 0.617 3.082 3.713
C 0.808 2.546 2.588
C -1.919 3.812 0.882
C -5.558 2.036 0.337
H 1.751 4.516 -1.305
H 0.294 -4.605 1.267
H -4.368 -0.435 3.598
H 4.687 -1.500 2.967
H 4.533 0.593 -2.266
N -0.279 -5.129 1.990
N -0.348 0.701 -1.440
H 0.814 1.248 -4.522
O 1.348 3.221 1.520
C 2.628 -1.189 2.624
C 2.177 -4.108 0.075
O 1.346 -1.674 2.531
H -0.283 1.053 3.294
N 0.985 -2.111 -2.350
O -1.237 -5.587 4.179
N -6.206 0.941 0.003
H -2.338 -1.968 3.702
H -1.237 -0.637 5.062
H -2.687 4.559 0.808
C 4.065 -0.702 -0.881
H 2.572 2.685 0.758
H 5.673 -1.108 0.298
H -1.266 -2.265 0.853
C -3.828 0.800 -2.713
H -1.743 -3.334 -0.572
N 5.418 2.257 -0.420
O -0.768 1.566 -6.595
N 2.838 0.088 2.724
H -1.749 3.293 -0.058
O -2.243 2.945 1.949
C 0.983 3.886 -1.550
C -0.673 0.226 -0.298
H 0.365 3.704 -0.710
H -3.353 0.631 2.727
H 0.106 2.805 4.583
O -1.815 -0.149 4.443
H 1.540 -5.707 -1.260
O 2.730 -0.423 -0.885
N 4.648 -1.149 0.176
H 0.076 -3.526 4.608
N 4.920 -0.087 -1.599
O -1.926 0.238 0.173
H -2.853 -2.018 -0.091
H -4.430 1.275 -1.942
O 4.434 4.278 0.340
H 1.287 -0.177 0.015
C 2.085 -5.578 -0.331
N 0.378 2.167 -4.565
H -3.854 0.867 0.420
H -1.500 4.015 -6.268
O -0.459 -3.839 -3.080
H 3.730 0.594 2.532
H 1.009 4.047 3.768
N 3.705 -1.930 2.611
H -7.213 1.027 -0.260
H -0.980 4.282 1.305
N 0.293 1.365 2.534
H -1.417 2.671 2.370
H -2.141 -1.907 -2.838
C -2.097 -2.799 0.311
H -3.770 2.290 1.275
C -3.538 -0.404 2.921
H 0.580 1.107 -1.627
H 0.162 -0.885 1.077
H 0.263 0.886 1.614
H 6.327 2.814 -0.524
H 1.647 -6.251 0.431
N 0.170 -3.794 3.604
H -1.705 -3.992 1.670
H -1.056 1.273 -1.922
H 5.879 -0.496 -1.778
O -2.160 2.553 -3.203
H -0.883 -0.722 -2.307
H 3.428 1.211 0.141
C 4.438 2.917 0.043
H 2.504 -3.939 1.079
N -0.921 3.680 -5.453
H 0.426 4.345 -2.397
H -2.608 1.013 -4.468
C -2.202 -0.974 3.417
O -2.544 -3.664 1.305
N -1.127 -1.604 -2.750
H -3.196 0.226 -2.008
C -0.185 -2.499 -2.765
H 1.021 -2.785 -0.680
H -5.896 -0.008 -0.182
H 2.375 2.569 -1.305
C -0.446 -4.860 3.276
C -0.349 2.471 -5.585
H 4.158 -1.393 1.084
H -1.447 -0.982 2.653
H 3.483 -2.926 2.582
*
```

Frontier orbital gap, eV: 6.72

***

two.
DFT (ωB97M-V/def2-TZVPD) results for a cluster of 15 separate species, C18H66N18O15 in total.

```
! wB97M-V def2-TZVPD RIJCOSX def2/J DEFGRID3
* xyz 0 1
C 1.815 -4.088 1.722
H 1.932 0.180 5.398
H 0.743 2.490 -1.866
H -0.906 4.056 -1.336
H 1.610 1.370 -0.745
H -2.208 -3.521 -0.508
N -3.167 -5.868 0.565
N 1.576 1.878 -1.666
O 2.304 2.456 4.820
H -1.975 -3.741 1.554
H 5.369 1.657 -0.908
C 4.754 0.269 0.617
O -4.798 -4.289 0.002
N -1.304 -5.522 -1.499
C -0.344 4.156 -3.260
H 0.986 -0.970 -3.567
N 0.995 5.770 0.854
C -3.602 -4.634 0.513
H 4.024 -0.251 0.061
H 0.334 0.909 -2.859
O -1.471 3.145 1.174
C -3.525 -1.308 -3.095
C -4.319 -0.758 1.594
H -3.703 -6.590 0.092
H 1.423 -2.542 -0.797
C -1.304 -4.390 -2.175
N -4.251 -1.373 0.436
H -1.623 -1.188 0.541
O 3.113 -3.112 -1.818
H 4.260 0.409 1.580
O -0.349 -4.327 2.481
O 1.112 0.578 0.777
H -0.156 -5.056 3.028
O 6.217 2.066 0.813
H -1.858 -5.686 -0.698
H -3.268 -2.755 0.934
N -1.668 -3.407 -1.445
H 4.149 2.208 0.289
C 1.773 2.621 3.590
N 2.534 2.521 2.564
H 3.546 2.291 2.691
H 0.083 0.388 5.335
H -0.665 0.962 -0.173
N 1.516 3.704 0.435
N 2.152 2.237 -3.757
C 1.142 -0.982 4.047
O -0.788 -4.214 -3.399
H -0.581 5.392 0.251
H 0.978 5.535 1.879
C 1.604 4.958 0.044
H 2.601 -3.228 -2.663
H 1.593 3.096 -0.331
O 2.286 5.357 -1.121
H 5.931 2.661 1.527
N 0.478 2.793 3.355
N -0.579 3.480 -2.167
C 0.427 -4.479 1.321
H -4.402 -1.712 -2.615
H 0.435 -5.598 1.301
O 2.311 -1.096 3.346
H -0.571 2.371 -4.306
H -0.681 0.916 1.539
C 2.430 1.690 -2.601
H -0.083 -3.928 0.522
H 0.071 -1.692 1.069
O 0.097 5.411 -3.202
H -2.449 -6.235 1.214
N -1.544 5.189 -0.087
H -3.687 -1.112 -0.434
H 2.837 -1.991 -0.042
C -0.253 0.422 0.709
H 1.792 -3.027 1.977
N -3.399 0.151 1.836
C 2.405 -2.189 -0.987
O 3.531 0.955 -2.313
H 1.048 6.747 0.620
N 0.107 -1.725 3.781
H -3.803 4.604 -0.636
C -0.028 -0.803 -3.790
O -0.343 0.447 -3.343
H 2.209 -1.273 -1.455
H -2.553 0.448 1.342
H -4.032 3.294 0.598
H 1.434 0.268 1.589
H 2.175 -4.581 2.609
H -2.027 5.945 -0.466
H -0.915 -6.326 -1.938
H -0.370 3.930 -5.195
H -1.814 -2.514 -1.902
C -0.567 -1.032 0.450
H -3.885 -0.530 -3.797
H 0.155 -2.475 3.058
H -4.915 -2.084 0.303
H -0.754 -1.601 4.367
H 0.015 2.503 2.530
O -2.818 -0.699 -1.984
H -0.222 2.760 4.112
C -2.150 4.144 0.443
H -1.190 2.694 -2.135
H 0.850 3.351 1.175
H -2.904 -2.069 -3.601
H -0.521 -1.563 -3.202
H -2.741 0.240 -2.211
N -3.445 4.087 0.206
H 2.534 -4.233 0.909
H 2.835 2.256 -4.540
N -0.297 3.399 -4.320
O -5.254 -1.082 2.542
H 2.351 2.895 1.552
C 5.067 1.652 0.096
H -0.203 -0.877 -4.864
N 0.965 -0.186 5.086
H 5.627 -0.353 0.792
H -0.524 -1.224 -0.611
H 1.345 2.859 -3.901
N -2.836 -3.694 0.954
H -3.392 0.563 2.818
*
```

Frontier orbital gap, eV: 8.11

***

Quick one: most stable of them? two

***

one.
DFT (ωB97M-V/def2-TZVPD) results for the ion C6H14NO with charge +1.

```
! wB97M-V def2-TZVPD RIJCOSX def2/J DEFGRID3
* xyz 1 1
H -1.566 -1.200 -1.388
H -0.454 -0.278 -2.223
H 0.754 -1.930 -0.533
H 0.947 0.850 0.776
N -1.258 -0.246 -1.581
H 0.358 -1.693 2.462
H -1.588 0.247 0.453
C 0.577 0.169 0.017
C -0.060 -1.848 1.470
O -0.634 2.802 0.224
H 2.438 -1.390 1.833
C 2.352 -1.435 0.750
H -0.211 -2.915 1.359
C 0.835 -1.295 0.359
H 2.700 -2.414 0.420
H 1.163 0.392 -0.890
C -0.945 2.012 -0.619
H 2.983 -0.675 0.306
H -1.272 2.392 -1.611
H -1.047 -1.390 1.468
H -2.047 0.210 -2.051
C -0.865 0.525 -0.315
*
```

Frontier orbital gap, eV: 10.71

***

two.
DFT (ωB97M-V/def2-TZVPD) results for a cluster of 2 separate species, C6H14NO in total.

```
! wB97M-V def2-TZVPD RIJCOSX def2/J DEFGRID3
* xyz 1 1
H -0.346 -2.104 -0.852
O 1.460 0.644 -0.588
H 1.360 -2.306 -1.013
H 0.662 -1.463 -2.185
H -0.474 2.097 -1.224
H 2.453 2.346 -0.289
C 1.887 1.660 0.268
H -1.946 -0.578 1.408
H -3.203 0.232 0.175
N -1.233 0.444 -0.151
C 0.584 -1.569 -1.129
H -2.351 1.624 -1.307
H 2.469 1.148 0.980
C -2.309 -0.373 0.369
H -2.341 -1.328 -0.243
H -0.158 -1.597 1.320
H 0.993 2.166 0.806
C 0.719 -0.862 1.215
C 0.793 -0.374 -0.198
H 1.713 -1.245 1.586
C -1.332 1.381 -0.948
H 0.602 0.055 2.000
*
```

Frontier orbital gap, eV: 10.58

***

Quick one: most stable of them? one

***

one.
DFT (ωB97M-V/def2-TZVPD) results for a structure of composition C6H14NO.

```
! wB97M-V def2-TZVPD RIJCOSX def2/J DEFGRID3
* xyz 1 1
H 1.687 -0.523 0.831
C 1.141 -0.989 0.037
C -0.744 -1.044 -1.731
H 0.867 0.378 2.800
H -0.748 0.261 3.138
H 1.862 -1.057 -0.685
H 0.147 1.761 3.689
C 0.540 0.933 -1.614
N -0.221 1.577 1.569
H -0.304 1.675 -1.921
H -1.447 -0.610 -2.310
H 0.613 -1.968 0.386
C -1.020 0.324 0.295
H -1.141 -1.933 -1.170
H -1.516 -0.215 1.004
C 0.044 -0.165 -0.635
H 1.153 0.555 -2.560
H -1.741 0.906 -0.133
O 0.379 2.541 1.192
C -0.063 0.933 2.840
H 1.099 1.621 -0.974
H -0.053 -1.425 -2.361
*
```

Frontier orbital gap, eV: 8.35

***

two.
DFT (ωB97M-V/def2-TZVPD) results for the ion C6H14NO with charge +1.

```
! wB97M-V def2-TZVPD RIJCOSX def2/J DEFGRID3
* xyz 1 1
H -0.015 1.006 -3.059
H -1.215 0.144 -0.852
C -0.538 -1.721 1.584
H 1.728 0.715 -1.078
H 1.112 0.819 0.651
O -1.537 2.125 -2.486
C -0.632 1.376 -2.222
H -0.692 -2.101 2.592
H -1.319 1.615 1.072
H 1.483 -2.674 1.242
C -0.440 0.943 -0.802
H -1.154 -2.276 0.853
C 0.926 0.454 -0.368
N -1.009 1.952 0.158
H -0.357 2.740 0.210
H 0.558 -1.598 -0.971
H 2.257 -1.239 -0.330
H -1.816 2.386 -0.322
H 1.558 -1.090 1.768
C 1.187 -1.075 -0.246
H -1.004 -0.745 1.459
C 0.917 -1.753 1.145
*
```

Frontier orbital gap, eV: 10.67

***

Quick one: most stable of them? two

***

one.
DFT (ωB97M-V/def2-TZVPD) results for the ion C3H4NS with charge +1.

```
! wB97M-V def2-TZVPD RIJCOSX def2/J DEFGRID3
* xyz 1 1
C -0.309 -1.397 -0.017
H -0.206 1.625 0.740
H -0.308 1.721 -0.770
H -1.690 0.206 0.110
C 0.076 0.975 -0.081
N -0.717 -0.230 -0.002
S 1.905 0.530 -0.033
H -0.683 -2.382 0.113
C 1.934 -1.049 -0.060
*
```

Frontier orbital gap, eV: 9.38

***

two.
DFT (ωB97M-V/def2-TZVPD) results for the ion C3H4NS with charge +1.

```
! wB97M-V def2-TZVPD RIJCOSX def2/J DEFGRID3
* xyz 1 1
C -0.638 0.246 0.126
C -1.651 0.251 -0.696
H 0.537 0.118 1.911
H 1.058 -0.567 -1.163
S -2.273 0.729 -2.048
N 0.376 -0.415 1.059
C 0.779 0.075 -0.263
H 1.447 1.018 -0.169
H 0.365 -1.455 1.243
*
```

Frontier orbital gap, eV: 7.93

***

three.
DFT (ωB97M-V/def2-TZVPD) results for the ion C3H4NS with charge +1.

```
! wB97M-V def2-TZVPD RIJCOSX def2/J DEFGRID3
* xyz 1 1
C 2.186 0.687 0.036
H -1.725 0.595 0.291
C -0.185 -0.856 0.176
N -0.641 0.550 -0.047
S 1.812 -0.875 -0.065
H -0.418 -0.962 1.301
H -0.570 -1.655 -0.538
C 0.228 1.670 0.013
H -0.686 0.846 -1.167
*
```

Frontier orbital gap, eV: 7.59

***

four.
DFT (ωB97M-V/def2-TZVPD) results for the ion C3H4NS with charge +1.

```
! wB97M-V def2-TZVPD RIJCOSX def2/J DEFGRID3
* xyz 1 1
S 2.651 0.433 0.085
C 1.846 -1.049 0.013
H 2.469 -1.939 -0.252
C 0.027 1.486 0.047
H -1.956 1.993 0.438
H 0.786 -0.978 -0.072
N -1.278 1.309 0.059
C 1.223 1.181 -0.034
H -1.819 0.835 -0.628
*
```

Frontier orbital gap (alpha / beta), eV: 7.24 / 7.24

***

Quick one: most stable of them? two